Entry one
# C21H26N2O2S

A single C21H26N2O2S molecule (ωB97M-V/def2-TZVPD, the Open Molecules 2025 dataset).

Last column: natural (NBO) charge in e.
Geometry (Å):
1 C 0.36 2.54 1.23  -0.648
2 C -1.01 2.20 0.75  0.059
3 C -1.90 1.49 1.56  -0.216
4 C -3.18 1.21 1.14  -0.233
5 C -3.59 1.60 -0.13  -0.172
6 C -2.72 2.31 -0.95  -0.240
7 C -1.45 2.61 -0.50  -0.226
8 H -0.78 3.16 -1.15  0.210
9 H -3.05 2.62 -1.92  0.221
10 S -5.23 1.30 -0.76  0.222
11 C -5.65 -0.35 -0.11  -0.528
12 C -5.00 -1.47 -0.92  -0.232
13 N -3.55 -1.42 -0.89  -0.614
14 C -2.85 -1.81 0.21  0.674
15 O -3.41 -2.25 1.20  -0.636
16 C -1.37 -1.73 0.08  -0.169
17 C -0.70 -0.86 -0.77  -0.131
18 C 0.68 -0.90 -0.85  -0.237
19 C 1.42 -1.80 -0.09  -0.010
20 C 0.75 -2.64 0.79  -0.222
21 C -0.63 -2.61 0.88  -0.150
22 H -1.16 -3.26 1.55  0.236
23 H 1.31 -3.34 1.40  0.212
24 C 2.91 -1.90 -0.26  -0.227
25 N 3.52 -0.59 -0.46  -0.442
26 C 4.90 -0.69 -0.91  -0.247
27 C 5.44 0.72 -1.17  -0.072
28 H 6.49 0.68 -1.45  0.195
29 O 5.36 1.52 -0.01  -0.521
30 C 4.04 1.60 0.44  -0.072
31 C 3.47 0.21 0.75  -0.262
32 H 2.43 0.30 1.07  0.216
33 H 4.05 -0.25 1.56  0.170
34 H 4.06 2.22 1.34  0.196
35 H 3.41 2.08 -0.32  0.162
36 H 4.85 1.18 -1.98  0.164
37 H 4.93 -1.27 -1.84  0.204
38 H 5.54 -1.19 -0.16  0.168
39 H 3.12 -2.49 -1.15  0.211
40 H 3.35 -2.43 0.60  0.172
41 H 1.21 -0.23 -1.52  0.227
42 H -1.24 -0.13 -1.35  0.205
43 H -3.08 -0.98 -1.66  0.405
44 H -5.30 -2.43 -0.47  0.220
45 H -5.32 -1.43 -1.96  0.206
46 H -6.74 -0.42 -0.19  0.233
47 H -5.36 -0.42 0.94  0.233
48 H -3.85 0.68 1.80  0.224
49 H -1.59 1.17 2.54  0.213
50 H 0.39 3.57 1.59  0.222
51 H 1.09 2.45 0.42  0.213
52 H 0.66 1.89 2.05  0.215

Properties
E_LUMO = 0.68 eV
multiplicity = 1
SMILES string = Cc1ccc(SCCNC(=O)c2ccc(CN3CCOCC3)cc2)cc1
gap between HOMO and LUMO = 8.762 eV

=====

Entry two
# C21H26N2O2S

A single C21H26N2O2S molecule (ωB97M-V/def2-TZVPD, the Open Molecules 2025 dataset).

Last column: natural (NBO) charge in e.
Geometry (Å):
1 C 6.22 0.58 1.27  -0.617
2 H 7.31 0.56 1.29  0.216
3 H 5.88 1.42 1.86  0.221
4 H 5.85 -0.34 1.73  0.205
5 C 5.73 0.71 -0.17  -0.228
6 N 4.28 0.74 -0.24  -0.402
7 C 3.54 -0.41 -0.19  0.196
8 C 4.14 -1.68 -0.09  -0.253
9 C 3.39 -2.82 -0.04  -0.178
10 C 2.00 -2.76 -0.09  -0.230
11 C 1.39 -1.54 -0.20  -0.180
12 C 2.13 -0.36 -0.25  -0.066
13 C 1.50 0.93 -0.37  -0.101
14 C 2.26 2.05 -0.41  -0.339
15 C 3.70 2.00 -0.33  0.638
16 O 4.40 3.01 -0.35  -0.625
17 H 1.86 3.04 -0.51  0.234
18 S -0.26 0.96 -0.45  0.253
19 C -0.68 2.72 -0.33  -0.618
20 C -2.18 2.92 -0.10  0.669
21 O -2.79 3.81 -0.65  -0.609
22 N -2.71 2.08 0.80  -0.623
23 H -2.18 1.27 1.09  0.412
24 C -4.13 2.02 1.07  -0.213
25 C -4.85 1.02 0.14  -0.448
26 C -4.10 -0.28 0.01  0.034
27 C -3.75 -1.01 1.06  -0.222
28 C -3.00 -2.31 0.98  -0.431
29 C -3.06 -2.89 -0.43  -0.392
30 C -2.72 -1.81 -1.44  -0.396
31 C -3.76 -0.70 -1.40  -0.434
32 H -3.40 0.17 -1.95  0.215
33 H -4.68 -1.03 -1.89  0.212
34 H -2.68 -2.23 -2.45  0.210
35 H -1.74 -1.39 -1.21  0.196
36 H -2.36 -3.73 -0.51  0.206
37 H -4.07 -3.27 -0.62  0.198
38 H -3.42 -3.01 1.70  0.213
39 H -1.96 -2.13 1.27  0.203
40 H -4.00 -0.68 2.06  0.196
41 H -4.95 1.48 -0.84  0.216
42 H -5.85 0.85 0.54  0.222
43 H -4.26 1.73 2.12  0.196
44 H -4.53 3.02 0.92  0.233
45 H -0.14 3.14 0.52  0.246
46 H -0.39 3.24 -1.25  0.249
47 H 0.31 -1.47 -0.24  0.214
48 H 1.41 -3.67 -0.05  0.216
49 H 3.88 -3.78 0.04  0.217
50 H 5.21 -1.77 -0.04  0.219
51 H 6.12 -0.09 -0.80  0.196
52 H 6.07 1.67 -0.57  0.254

Properties
E_LUMO = 0.08 eV
multiplicity = 1
SMILES string = CCn1c(=O)cc(SCC(=O)NCCC2=CCCCC2)c2ccccc21
gap between HOMO and LUMO = 8.604 eV

=====

Most stable one: entry two, least stable one: entry one.

=====

Entry one
# C3H8OS

A single C3H8OS molecule (ωB97M-V/def2-TZVPD, the Open Molecules 2025 dataset).

Last column: natural (NBO) charge in e.
Geometry (Å):
1 C -0.65 1.12 -0.33  -0.061
2 O -1.12 1.40 -1.61  -0.718
3 C -0.18 -0.35 -0.16  -0.431
4 C 0.95 -0.48 0.93  -0.538
5 S 1.75 -2.07 0.90  -0.031
6 H -1.38 1.44 0.44  0.158
7 H 0.17 1.77 0.00  0.167
8 H -2.05 1.26 -1.72  0.475
9 H 0.18 -0.66 -1.13  0.219
10 H -1.00 -0.86 0.34  0.210
11 H 1.75 0.24 0.73  0.211
12 H 0.41 -0.31 1.86  0.214
13 H 1.16 -2.50 -0.27  0.123

Properties
E_LUMO = 0.84 eV
multiplicity = 1
SMILES string = OCCCS
gap between HOMO and LUMO = 9.882 eV

=====

Entry two
# C3H8OS

2 unconnected molecules or ions with the total composition C3H8OS (ωB97M-V/def2-TZVPD, the Open Molecules 2025 dataset).

Last column: natural (NBO) charge in e.
Geometry (Å):
1 O -1.43 1.79 1.90  -0.499
2 C -2.46 1.63 1.30  0.281
3 H -3.23 0.93 1.66  0.111
4 H -2.67 2.19 0.38  0.108
5 C 0.03 0.40 -0.67  -0.743
6 S 0.69 -1.23 -1.12  0.182
7 C 2.19 -1.29 -0.15  -0.761
8 H 0.56 1.25 -1.11  0.212
9 H 0.09 0.51 0.40  0.226
10 H -0.96 0.42 -1.12  0.218
11 H 1.88 -1.54 0.87  0.213
12 H 2.81 -2.03 -0.64  0.231
13 H 2.81 -0.40 -0.03  0.220

Properties
E_LUMO = 0.67 eV
multiplicity = 1
SMILES string = C=O.CSC
gap between HOMO and LUMO = 9.063 eV

=====

Entry three
# C3H8OS

2 unconnected molecules or ions with the total composition C3H8OS (ωB97M-V/def2-TZVPD, the Open Molecules 2025 dataset).

Last column: natural (NBO) charge in e.
Geometry (Å):
1 C -1.18 -0.45 -0.72  -0.680
2 C -0.42 0.08 0.46  0.057
3 C 1.01 -0.48 0.85  -0.545
4 H -1.15 -1.62 -0.67  0.238
5 H -0.41 -0.22 -1.47  0.210
6 H -2.25 -0.20 -1.07  0.257
7 H -1.25 0.05 1.35  0.196
8 H -0.26 1.21 -0.91  0.494
9 H 1.35 -0.16 1.76  0.214
10 H 1.16 -1.66 0.96  0.231
11 H 1.38 1.87 -0.37  0.246
12 O -0.19 1.47 0.24  -0.731
13 S 2.20 0.12 -0.42  -0.187

Properties
E_LUMO = 0.21 eV
multiplicity = 1
gap between HOMO and LUMO = 8.889 eV

=====

Most stable one: entry one, least stable one: entry three.

=====

Entry one
# C3H8OS

2 unconnected molecules or ions with the total composition C3H8OS (ωB97M-V/def2-TZVPD, the Open Molecules 2025 dataset).

Last column: natural (NBO) charge in e.
Geometry (Å):
1 C 1.54 1.21 0.47  -0.594
2 C -0.36 -1.18 -0.67  -0.125
3 C -0.88 0.23 -0.72  -0.373
4 O -0.07 -1.41 0.70  -0.744
5 S -2.27 0.55 0.16  0.075
6 H 1.52 0.85 1.50  0.168
7 H 2.32 1.02 -0.34  0.202
8 H 1.13 2.20 0.55  0.176
9 H 0.55 -1.28 -1.37  0.171
10 H -1.06 -1.96 -1.12  0.199
11 H -0.94 0.67 -1.64  0.192
12 H 0.42 -0.66 1.11  0.488
13 H -1.89 -0.25 1.36  0.165

Properties
E_LUMO (alpha / beta) = 0.09 / -0.05 eV
multiplicity = 1
gap between HOMO and LUMO (alpha / beta) = 8.989 / 7.597 eV

=====

Entry two
# C3H8OS

A single C3H8OS molecule (ωB97M-V/def2-TZVPD, the Open Molecules 2025 dataset).

Last column: natural (NBO) charge in e.
Geometry (Å):
1 C 1.01 -0.80 -0.27  -0.067
2 C 0.23 0.44 0.20  -0.440
3 C -1.17 0.63 -0.39  -0.524
4 H 2.41 0.01 0.70  0.453
5 H 0.93 -0.91 -1.34  0.175
6 H 0.68 -1.71 0.25  0.177
7 H 0.79 1.27 -0.09  0.208
8 H 0.20 0.52 1.28  0.195
9 H -1.58 1.58 0.01  0.223
10 H -1.06 0.68 -1.47  0.224
11 H -2.53 -0.49 1.24  0.114
12 O 2.41 -0.52 -0.06  -0.709
13 S -2.30 -0.71 -0.05  -0.028

Properties
E_LUMO = 0.84 eV
multiplicity = 1
SMILES string = OCCCS
gap between HOMO and LUMO = 9.991 eV

=====

Entry three
# C3H8OS

2 unconnected molecules or ions with the total composition C3H8OS (ωB97M-V/def2-TZVPD, the Open Molecules 2025 dataset).

Last column: natural (NBO) charge in e.
Geometry (Å):
1 O 0.54 4.71 -0.61  -0.493
2 C 0.48 4.83 -1.81  0.266
3 H 1.33 4.52 -2.43  0.115
4 H -0.43 5.25 -2.26  0.113
5 C -1.61 -2.30 1.53  -0.627
6 C -0.23 -1.79 1.28  -0.531
7 S 0.56 -2.49 -0.19  -0.040
8 H -2.05 -1.95 2.48  0.213
9 H -1.69 -3.39 1.53  0.215
10 H -2.40 -1.96 0.85  0.210
11 H -0.20 -0.70 1.28  0.218
12 H 0.45 -1.98 2.11  0.225
13 H -0.15 -1.85 -1.13  0.117

Properties
E_LUMO = 0.77 eV
multiplicity = 1
SMILES string = C=O.CCS
gap between HOMO and LUMO = 9.831 eV

=====

Most stable one: entry two, least stable one: entry one.

=====

Entry one
# C2H5NOS

2 unconnected molecules or ions with the total composition C2H5NOS (ωB97M-V/def2-TZVPD, the Open Molecules 2025 dataset).

Last column: natural (NBO) charge in e.
Geometry (Å):
1 C -0.84 -0.94 1.51  -0.527
2 C -1.24 -1.04 0.29  -0.152
3 N 1.40 0.78 -1.66  -1.061
4 O 0.52 1.45 0.68  -0.864
5 S 0.01 1.29 -0.66  1.195
6 H -1.25 -1.43 2.40  0.218
7 H -0.08 -0.26 1.71  0.232
8 H -1.97 -1.77 -0.15  0.184
9 H 2.11 1.51 -1.55  0.382
10 H 1.35 0.39 -2.57  0.393

Properties
E_LUMO (alpha / beta) = -0.49 / -0.12 eV
multiplicity = 1
gap between HOMO and LUMO (alpha / beta) = 8.342 / 8.250 eV

=====

Entry two
# C2H5NOS

A molecular structure, C2H5NOS (ωB97M-V/def2-TZVPD, the Open Molecules 2025 dataset).

Last column: natural (NBO) charge in e.
Geometry (Å):
1 C -1.01 0.61 -0.10  -0.636
2 C -0.12 -0.52 -0.08  -0.235
3 N 1.17 -0.56 -0.62  -0.198
4 O 2.16 -0.85 0.35  -0.452
5 S 2.22 0.76 -0.10  0.490
6 H -2.08 0.30 0.22  0.232
7 H -1.07 1.06 -1.10  0.214
8 H -0.63 1.41 0.57  0.219
9 H -0.70 -1.32 -0.42  0.210
10 H 0.05 -0.87 1.26  0.157

Properties
E_LUMO = -0.19 eV
multiplicity = 1
gap between HOMO and LUMO = 8.917 eV

=====

Most stable one: entry one, least stable one: entry two.

=====

Entry one
# C2H10NS2

2 unconnected molecules or ions with the total composition C2H10NS2 (ωB97M-V/def2-TZVPD, the Open Molecules 2025 dataset).

Last column: natural (NBO) charge in e.
Geometry (Å):
1 C 1.39 -0.38 -1.78  -0.423
2 N -0.05 -0.79 -1.79  -0.688
3 H 1.83 -0.52 -2.76  0.242
4 H 1.95 -0.93 -1.04  0.242
5 H 1.39 0.68 -1.50  0.236
6 H -0.59 -0.20 -2.42  0.444
7 H -0.17 -1.79 -2.00  0.444
8 H -0.45 -0.65 -0.84  0.454
9 C -0.40 1.55 2.17  -0.759
10 S -1.44 0.66 1.02  0.101
11 S -0.91 -1.31 1.40  -0.199
12 H 0.66 1.58 1.92  0.230
13 H -0.78 2.58 2.12  0.249
14 H -0.56 1.21 3.19  0.246
15 H -1.86 -1.67 2.31  0.182

Properties
E_LUMO = -3.43 eV
multiplicity = 1
gap between HOMO and LUMO = 9.778 eV
net charge = +1

=====

Entry two
# C2H10NS2

2 unconnected molecules or ions with the total composition C2H10NS2 (ωB97M-V/def2-TZVPD, the Open Molecules 2025 dataset).

Last column: natural (NBO) charge in e.
Geometry (Å):
1 C 1.79 0.98 -1.65  -0.457
2 N 1.15 1.41 -0.31  -0.742
3 H 1.72 1.92 -2.24  0.236
4 H 1.10 0.22 -2.13  0.248
5 H 2.95 0.81 -1.64  0.278
6 H 0.32 2.00 -0.37  0.444
7 H 0.73 0.47 -0.16  0.466
8 H 1.73 1.85 0.38  0.444
9 C -1.81 -1.95 1.82  -0.765
10 S -0.59 -0.61 1.67  0.123
11 S -1.37 0.15 -0.22  -0.180
12 H -2.31 -2.64 1.08  0.267
13 H -1.57 -2.54 2.64  0.243
14 H -2.60 -1.14 2.11  0.241
15 H -1.25 -0.93 -0.98  0.155

Properties
E_LUMO = -3.81 eV
multiplicity = 1
gap between HOMO and LUMO = 8.931 eV
net charge = +1

=====

Most stable one: entry one, least stable one: entry two.